58
Properties=species:S:1:pos:R:3:forces:R:3 method="wB97M-V/def2-TZVPD" relative_energy_kcal_mol=0.0 largest_force_ha_per_bohr=0.04844 orbital_gap_ha=0.354 total_charge=+1 energy_ev=-37844.7575
O -5.48642 -2.39962 0.20454 0.0 0.1 -0.2
O 0.12003 2.79916 -0.15487 0.4 0.4 0.2
O 4.33862 6.02255 0.07760 -0.6 -1.7 0.7
O -2.04341 -5.81826 2.23185 0.2 0.3 -0.4
O -0.93219 3.23590 -2.66897 1.6 0.4 0.7
O 1.32505 5.00386 1.26991 -0.3 -0.4 -0.8
C -4.65860 -3.07579 0.78894 -2.0 0.6 0.9
C 0.51904 3.80554 -0.74076 -1.5 -1.9 -0.6
C 4.00154 4.94769 0.56189 0.1 2.0 -1.5
C -2.50000 -5.42068 1.16900 -0.2 -0.1 1.6
C -0.82985 -1.12655 0.26566 -0.4 0.1 0.9
C -1.38165 -1.63290 1.41400 0.3 -1.0 -0.7
C -1.35777 0.57235 1.59193 0.4 0.0 -0.5
N -0.02942 4.11186 -1.97757 0.0 0.7 0.5
N -0.83116 0.25271 0.39484 -0.4 -0.4 1.0
N -3.26706 -6.18857 0.38465 -0.2 0.0 -1.0
N -3.46912 -3.27532 0.21300 2.1 -1.0 -0.6
N -1.69943 -0.56275 2.23349 0.4 0.3 -1.2
C -4.99096 -3.64451 2.15597 0.1 0.0 -0.3
C -3.61154 -7.58045 0.68216 0.2 0.1 0.3
C 4.67160 1.56128 -1.20434 0.1 0.3 0.2
C 5.22056 2.96210 -3.20105 0.1 0.2 0.2
C 1.60994 4.70750 -0.11360 -0.2 0.7 0.2
C 3.44731 3.75956 -1.61816 0.3 0.1 0.4
C 2.99841 4.03740 -0.15842 -0.1 -0.2 -0.3
C 4.78583 2.99937 -1.73110 -0.3 -0.3 -0.4
C -1.54239 -3.09439 1.77923 0.0 0.0 0.5
C -2.26525 -3.96280 0.72434 -0.5 0.9 -0.5
H -1.82406 3.62213 -2.77811 0.7 0.5 0.6
H 0.54053 5.57450 1.36447 0.5 -0.3 -0.3
H 4.40914 4.64371 1.52080 0.1 -0.3 0.4
H -0.43397 -1.69709 -0.56692 -0.1 0.5 0.1
H -1.44602 1.58509 1.97930 0.0 -0.4 -0.2
H 0.44727 4.84305 -2.50843 -0.6 -0.5 -0.3
H -0.43265 0.94494 -0.25135 -0.2 0.2 0.3
H -3.64274 -5.78150 -0.45756 0.0 0.0 0.1
H -3.40311 -2.84134 -0.69595 0.0 0.0 0.0
H -2.09938 -0.63017 3.16283 0.1 0.1 -0.2
H -5.99925 -3.33090 2.42619 0.2 0.0 -0.2
H -4.96533 -4.73125 2.13062 0.2 -0.1 0.2
H -4.30129 -3.27021 2.90506 0.2 -0.2 0.2
H -4.36368 -7.61840 1.47285 0.1 -0.1 0.0
H -2.72584 -8.12249 1.02314 -0.1 0.1 0.0
H -4.00544 -8.07390 -0.20809 0.1 0.3 0.1
H 3.85621 1.02933 -1.70415 0.0 0.0 0.0
H 4.48742 1.55251 -0.12686 0.0 -0.1 0.0
H 5.60297 1.01602 -1.38713 -0.2 0.0 0.0
H 5.33970 3.97852 -3.58968 0.0 -0.1 0.0
H 4.47722 2.44038 -3.81235 0.1 0.0 0.0
H 6.17974 2.44457 -3.30309 -0.2 0.1 0.0
H 1.65010 5.64819 -0.67456 0.2 0.0 -0.1
H 2.68448 3.17254 -2.13854 -0.1 0.0 0.0
H 3.53559 4.71551 -2.14685 0.0 0.0 0.1
H 2.93735 3.09627 0.39269 -0.1 0.0 0.0
H 5.56122 3.52580 -1.16415 -0.1 0.0 0.0
H -2.07580 -3.16302 2.72734 0.0 -0.1 0.1
H -0.55024 -3.51604 1.95411 -0.1 0.0 0.1
H -1.58179 -4.05295 -0.11980 -0.1 0.1 -0.3

64
Properties=species:S:1:pos:R:3:forces:R:3 method="wB97M-V/def2-TZVPD" largest_force_ha_per_bohr=0.10842 orbital_gap_ha=0.268 total_charge=-1 energy_ev=-59991.5332
N 1.95796 1.36808 1.73817 -0.9 -0.8 -0.7
P 1.23010 -0.04201 2.02087 -0.2 1.5 -1.9
N 0.17089 -0.68632 0.79622 -1.4 3.6 -0.4
C -0.68152 0.24969 0.02818 2.3 -3.0 0.7
F 0.02629 1.03105 -1.05702 -1.8 -1.3 2.4
F -1.61892 -0.62327 -0.78272 1.6 2.3 1.8
C -1.63187 1.29117 0.83887 0.6 3.3 -1.3
F -0.87419 2.39114 1.55107 -2.3 -3.8 -2.1
F -2.39849 2.04914 -0.22386 1.5 -2.2 3.4
C -2.65031 0.67417 1.94433 -0.6 1.2 2.8
F -3.33503 1.85928 2.58818 1.9 -3.6 -2.1
F -1.99576 -0.04375 3.08483 -2.0 2.3 -4.0
C -3.84359 -0.29819 1.41484 -2.5 -2.3 0.9
F -4.86669 -0.34619 2.52732 3.2 0.1 -3.7
F -4.58044 0.15514 0.21794 2.9 -1.8 4.1
F -3.35622 -1.72504 1.31071 -1.9 5.3 -0.1
H 1.59814 1.68145 0.81446 0.5 -0.1 0.8
H 0.53720 0.11799 3.30711 0.5 -0.8 -0.8
H 2.31350 -1.01751 2.21585 -1.5 0.1 0.1
C 5.74566 2.53488 2.81872 0.2 -0.1 0.1
C 4.60619 3.37383 3.37053 -0.2 -0.1 -0.3
O 4.31020 3.10508 4.73663 0.1 0.0 0.4
C 5.35847 3.33442 5.67398 -0.3 0.0 -0.2
C 5.84006 4.77574 5.70488 0.0 0.2 -0.1
H 5.53654 1.46809 2.95044 -0.1 0.2 -0.1
H 5.88711 2.73697 1.75236 -0.1 0.0 0.1
H 6.68989 2.74830 3.32734 0.0 0.0 -0.1
H 3.69709 3.14628 2.80325 0.0 -0.1 0.3
H 4.79820 4.44269 3.22787 0.2 0.1 0.0
H 6.18670 2.64429 5.49128 0.1 0.0 0.0
H 4.95669 3.08013 6.66139 -0.1 -0.1 -0.2
H 6.28473 5.07405 4.75158 0.0 0.0 0.1
H 6.59685 4.90877 6.48421 -0.1 0.0 0.0
H 5.00526 5.45636 5.90386 0.1 -0.1 0.0
C 0.17771 -3.55743 -2.03612 -0.1 -0.1 0.2
C 1.62952 -3.23805 -2.34753 -0.1 0.1 0.1
O 2.50383 -3.42160 -1.23940 0.2 -0.2 0.1
C 2.57600 -4.73596 -0.69411 0.0 0.3 -0.1
C 3.05900 -5.77946 -1.68814 0.0 0.0 -0.2
H -0.17239 -2.96444 -1.18472 0.1 0.0 -0.2
H -0.45557 -3.33889 -2.90167 0.1 0.0 0.1
H 0.04024 -4.61143 -1.77921 0.0 0.0 -0.1
H 1.70276 -2.18265 -2.63183 0.1 -0.1 0.3
H 1.98414 -3.81392 -3.20910 0.0 -0.1 0.0
H 1.61297 -5.01866 -0.26019 -0.1 -0.1 0.0
H 3.28823 -4.69116 0.13762 -0.1 0.2 -0.1
H 2.36512 -5.89186 -2.52564 0.0 -0.1 0.1
H 3.15713 -6.75444 -1.20072 0.0 0.1 0.0
H 4.03096 -5.49369 -2.10447 -0.1 0.0 0.1
C -7.48488 0.61311 -4.60517 -0.1 0.0 0.2
C -6.20624 0.68542 -5.42161 0.1 0.1 0.1
O -5.13658 1.34040 -4.74865 -0.1 0.1 -0.2
C -4.70071 0.75735 -3.52384 0.2 -0.1 0.0
C -4.18862 -0.66546 -3.67768 -0.1 -0.1 -0.1
H -7.79973 1.61476 -4.29423 0.0 -0.1 -0.1
H -8.28820 0.15811 -5.19308 0.1 0.1 0.0
H -7.35432 0.01526 -3.69889 0.0 0.0 -0.1
H -6.40363 1.26326 -6.33112 0.2 0.1 0.2
H -5.89234 -0.31052 -5.75214 -0.1 -0.1 0.1
H -5.49528 0.81311 -2.77472 -0.1 -0.1 0.0
H -3.88185 1.38409 -3.15272 -0.2 0.0 -0.2
H -4.97673 -1.34477 -4.01372 0.0 0.0 0.1
H -3.80816 -1.03968 -2.72218 0.0 0.1 -0.1
H -3.38308 -0.70664 -4.41871 -0.1 0.1 0.2

12
Properties=species:S:1:pos:R:3:forces:R:3 method="wB97M-V/def2-TZVPD" relative_energy_kcal_mol=44.5 largest_force_ha_per_bohr=0.11491 smiles=Cc1ccn[nH]1 orbital_gap_ha=0.369 energy_ev=-7223.6625
C 0.67851 1.63396 0.37521 -0.1 0.0 0.5
C 0.11617 0.27966 0.10647 0.3 -1.0 -1.2
C -0.18144 -0.34540 -1.09286 -4.8 -0.6 -3.3
C -0.69059 -1.64251 -0.78494 1.7 -0.1 1.7
N -0.50912 -1.88567 0.50678 -0.2 -0.3 0.1
N -0.00815 -0.73549 0.99198 0.1 0.4 0.7
H 0.05595 2.16721 1.09967 0.1 0.0 0.0
H 1.69126 1.54973 0.78433 -0.1 0.1 0.0
H 0.72721 2.23861 -0.53388 -0.1 -0.3 0.1
H -1.00356 -0.18184 -1.96302 3.0 1.5 1.2
H -1.08193 -2.40986 -1.46148 0.1 0.5 0.4
H 0.20569 -0.66840 1.97174 0.0 -0.2 0.1